Record 1
Formula: C13H12FeO4S2
Source: the Open Molecules 2025 dataset
Level of theory: ωB97M-V with the def2-TZVPD basis set

Cartesian coordinates (Å):
1 C 4.34 -2.28 4.01
2 C 3.00 -2.95 3.85
3 O 2.13 -2.00 3.18
4 C 0.82 -2.32 2.95
5 S -0.16 -1.13 2.30
6 S 0.35 -3.87 3.34
7 H 5.04 -2.97 4.49
8 H 4.77 -2.00 3.04
9 H 4.28 -1.38 4.62
10 H 3.11 -3.87 3.25
11 H 2.60 -3.22 4.84
12 O -3.50 2.28 -4.68
13 C -2.82 1.96 -3.80
14 Fe -1.86 1.13 -2.51
15 C -2.89 -0.31 -2.77
16 O -3.49 -1.28 -3.00
17 C -0.71 0.55 -3.73
18 O -0.21 -0.02 -4.61
19 C -0.87 0.23 -1.01
20 C 0.36 0.98 -0.88
21 C 0.41 2.23 -1.40
22 C -0.75 2.79 -2.04
23 C -2.02 2.87 -1.42
24 C -2.45 2.03 -0.38
25 C -2.06 0.71 -0.38
26 H -0.77 -0.85 -1.12
27 H 1.21 0.47 -0.43
28 H 1.35 2.79 -1.45
29 H -0.58 3.46 -2.89
30 H -2.69 3.67 -1.76
31 H -3.30 2.35 0.24
32 H -2.64 -0.05 0.16

Summary:
- orbital gap (spin up / spin down) (eV) = 6.15 / 5.12
- total charge = 0
- multiplicity = 5
- E_tot (Ha) = -2863.3652

Now the Mulliken charges, all in e: atom 1 (C): -1.2811, atom 2 (C): -0.3509, atom 3 (O): -0.2559, atom 4 (C): 0.3364, atom 5 (S): -0.0735, atom 6 (S): -0.1838, atom 7 (H): 0.3767, atom 8 (H): 0.3223, atom 9 (H): 0.3223, atom 10 (H): 0.3848, atom 11 (H): 0.3953, atom 12 (O): -0.3847, atom 13 (C): 0.2914, atom 14 (Fe): 0.0519, atom 15 (C): 0.0943, atom 16 (O): -0.3944, atom 17 (C): 0.1613, atom 18 (O): -0.3762, atom 19 (C): -0.0901, atom 20 (C): -0.4315, atom 21 (C): -0.6157, atom 22 (C): 0.2130, atom 23 (C): -0.5413, atom 24 (C): -0.8179, atom 25 (C): -0.3252, atom 26 (H): 0.5553, atom 27 (H): 0.4107, atom 28 (H): 0.3686, atom 29 (H): 0.5518, atom 30 (H): 0.3942, atom 31 (H): 0.3412, atom 32 (H): 0.5504

***

Record 2
Formula: C13H12N2O
Source: the Open Molecules 2025 dataset
Level of theory: ωB97M-V with the def2-TZVPD basis set

Cartesian coordinates (Å):
1 C -1.75 -1.42 -3.40
2 C -0.99 -1.49 -2.07
3 C -1.56 -2.16 -0.98
4 C -1.10 -2.11 0.38
5 N -0.45 -1.18 0.91
6 N 0.22 -0.08 0.27
7 C 0.43 1.05 1.02
8 O 1.24 1.91 0.72
9 C 0.00 1.29 2.35
10 C -1.07 2.25 2.52
11 C -1.32 2.64 3.82
12 C -0.66 2.12 4.91
13 C 0.21 1.16 4.69
14 C 0.65 0.74 3.48
15 C 0.92 -0.28 -0.92
16 C 0.36 -0.85 -2.07
17 H -1.06 -1.20 -4.23
18 H -2.56 -0.77 -3.41
19 H -2.07 -2.45 -3.57
20 H -2.52 -2.62 -1.14
21 H -1.63 -2.75 1.14
22 H -1.69 2.55 1.67
23 H -2.11 3.36 3.98
24 H -1.06 2.36 5.94
25 H 0.64 0.59 5.51
26 H 1.29 -0.12 3.38
27 H 1.87 0.21 -1.07
28 H 0.94 -0.93 -2.96

Summary:
- orbital gap (eV) = 7.78
- total charge = 0
- structure (SMILES) = CC1=CC=NN(C(=O)c2ccccc2)C=C1
- energy relative to the best compared isomer or geometry (same formula, charge and spin) (eV) = 4.287
- E_tot (Ha) = -687.1991

Now the Mulliken charges, all in e: atom 1 (C): -1.3040, atom 2 (C): 0.8883, atom 3 (C): -0.3914, atom 4 (C): -0.2907, atom 5 (N): -0.4482, atom 6 (N): 0.4005, atom 7 (C): 0.0159, atom 8 (O): -0.5727, atom 9 (C): 0.8724, atom 10 (C): -0.5576, atom 11 (C): -0.2915, atom 12 (C): -0.5739, atom 13 (C): -0.2647, atom 14 (C): -0.4732, atom 15 (C): -0.6479, atom 16 (C): -0.4111, atom 17 (H): 0.3326, atom 18 (H): 0.3169, atom 19 (H): 0.3561, atom 20 (H): 0.3220, atom 21 (H): 0.3172, atom 22 (H): 0.3557, atom 23 (H): 0.3650, atom 24 (H): 0.2883, atom 25 (H): 0.3373, atom 26 (H): 0.3522, atom 27 (H): 0.3329, atom 28 (H): 0.3736

***

Record 3
Formula: C13H12N8O4S3
Source: the Open Molecules 2025 dataset
Level of theory: ωB97M-V with the def2-TZVPD basis set

Cartesian coordinates (Å):
1 O 4.27 0.83 -2.56
2 C 3.60 0.75 -1.56
3 C 3.29 1.99 -0.71
4 N 3.66 1.85 0.66
5 C 4.89 1.75 1.23
6 N 4.73 1.62 2.52
7 N 3.43 1.65 2.74
8 N 2.78 1.79 1.66
9 N 3.08 -0.43 -1.15
10 C 2.33 -0.75 0.02
11 C 1.60 -2.11 -0.05
12 O 1.93 -3.22 -0.34
13 N 0.41 -1.52 0.28
14 C -0.92 -1.92 0.15
15 C -1.15 -3.36 0.47
16 O -2.04 -4.04 0.01
17 O -0.27 -3.81 1.35
18 C -1.86 -1.05 -0.24
19 C -3.30 -1.42 -0.37
20 S -4.30 -0.71 1.00
21 C -4.88 0.73 0.25
22 N -4.56 1.14 -0.94
23 N -5.15 2.28 -1.28
24 C -5.92 2.76 -0.38
25 S -6.00 1.80 1.07
26 C -1.56 0.40 -0.51
27 S 0.12 0.69 -1.17
28 C 0.91 -0.17 0.23
29 H 3.82 2.83 -1.16
30 H 2.21 2.18 -0.75
31 H 5.81 1.76 0.69
32 H 3.28 -1.21 -1.77
33 H 2.93 -0.67 0.94
34 H -0.39 -4.76 1.52
35 H -3.73 -1.03 -1.29
36 H -3.44 -2.50 -0.31
37 H -6.47 3.67 -0.49
38 H -2.24 0.79 -1.26
39 H -1.65 0.99 0.40
40 H 0.76 0.41 1.14

Summary:
- orbital gap (eV) = 8.94
- total charge = 0
- structure (SMILES) = O=C(Cn1cnnn1)N[C@@H]1C(=O)N2C(C(=O)O)=C(CSc3nncs3)CS[C@H]12
- E_tot (Ha) = -2436.1235

Now the Mulliken charges, all in e: atom 1 (O): -0.6346, atom 2 (C): 0.6554, atom 3 (C): -0.8223, atom 4 (N): 0.4449, atom 5 (C): 0.0288, atom 6 (N): -0.3341, atom 7 (N): -0.5572, atom 8 (N): -0.0467, atom 9 (N): -0.1007, atom 10 (C): -0.1603, atom 11 (C): 0.0232, atom 12 (O): -0.6054, atom 13 (N): 0.1514, atom 14 (C): 0.2290, atom 15 (C): 0.1647, atom 16 (O): -0.6005, atom 17 (O): -0.4113, atom 18 (C): 0.9448, atom 19 (C): -1.3083, atom 20 (S): -0.1670, atom 21 (C): 0.4848, atom 22 (N): 0.1646, atom 23 (N): -0.8853, atom 24 (C): -0.0783, atom 25 (S): -0.1109, atom 26 (C): -0.8443, atom 27 (S): -0.2465, atom 28 (C): -0.2222, atom 29 (H): 0.3360, atom 30 (H): 0.3805, atom 31 (H): 0.4761, atom 32 (H): 0.2285, atom 33 (H): 0.2259, atom 34 (H): 0.3573, atom 35 (H): 0.5030, atom 36 (H): 0.5168, atom 37 (H): 0.4363, atom 38 (H): 0.5954, atom 39 (H): 0.3673, atom 40 (H): 0.4213

***

Copy entry 3 word for word.
Formula: C13H12N8O4S3
Source: the Open Molecules 2025 dataset
Level of theory: ωB97M-V with the def2-TZVPD basis set

Cartesian coordinates (Å):
1 O 4.27 0.83 -2.56
2 C 3.60 0.75 -1.56
3 C 3.29 1.99 -0.71
4 N 3.66 1.85 0.66
5 C 4.89 1.75 1.23
6 N 4.73 1.62 2.52
7 N 3.43 1.65 2.74
8 N 2.78 1.79 1.66
9 N 3.08 -0.43 -1.15
10 C 2.33 -0.75 0.02
11 C 1.60 -2.11 -0.05
12 O 1.93 -3.22 -0.34
13 N 0.41 -1.52 0.28
14 C -0.92 -1.92 0.15
15 C -1.15 -3.36 0.47
16 O -2.04 -4.04 0.01
17 O -0.27 -3.81 1.35
18 C -1.86 -1.05 -0.24
19 C -3.30 -1.42 -0.37
20 S -4.30 -0.71 1.00
21 C -4.88 0.73 0.25
22 N -4.56 1.14 -0.94
23 N -5.15 2.28 -1.28
24 C -5.92 2.76 -0.38
25 S -6.00 1.80 1.07
26 C -1.56 0.40 -0.51
27 S 0.12 0.69 -1.17
28 C 0.91 -0.17 0.23
29 H 3.82 2.83 -1.16
30 H 2.21 2.18 -0.75
31 H 5.81 1.76 0.69
32 H 3.28 -1.21 -1.77
33 H 2.93 -0.67 0.94
34 H -0.39 -4.76 1.52
35 H -3.73 -1.03 -1.29
36 H -3.44 -2.50 -0.31
37 H -6.47 3.67 -0.49
38 H -2.24 0.79 -1.26
39 H -1.65 0.99 0.40
40 H 0.76 0.41 1.14

Summary:
- orbital gap (eV) = 8.94
- total charge = 0
- structure (SMILES) = O=C(Cn1cnnn1)N[C@@H]1C(=O)N2C(C(=O)O)=C(CSc3nncs3)CS[C@H]12
- E_tot (Ha) = -2436.1235

Now the Mulliken charges, all in e: atom 1 (O): -0.6346, atom 2 (C): 0.6554, atom 3 (C): -0.8223, atom 4 (N): 0.4449, atom 5 (C): 0.0288, atom 6 (N): -0.3341, atom 7 (N): -0.5572, atom 8 (N): -0.0467, atom 9 (N): -0.1007, atom 10 (C): -0.1603, atom 11 (C): 0.0232, atom 12 (O): -0.6054, atom 13 (N): 0.1514, atom 14 (C): 0.2290, atom 15 (C): 0.1647, atom 16 (O): -0.6005, atom 17 (O): -0.4113, atom 18 (C): 0.9448, atom 19 (C): -1.3083, atom 20 (S): -0.1670, atom 21 (C): 0.4848, atom 22 (N): 0.1646, atom 23 (N): -0.8853, atom 24 (C): -0.0783, atom 25 (S): -0.1109, atom 26 (C): -0.8443, atom 27 (S): -0.2465, atom 28 (C): -0.2222, atom 29 (H): 0.3360, atom 30 (H): 0.3805, atom 31 (H): 0.4761, atom 32 (H): 0.2285, atom 33 (H): 0.2259, atom 34 (H): 0.3573, atom 35 (H): 0.5030, atom 36 (H): 0.5168, atom 37 (H): 0.4363, atom 38 (H): 0.5954, atom 39 (H): 0.3673, atom 40 (H): 0.4213

***

Look up the E_tot of the third one.
-2436.1235 Ha

***

Among the records above, which one has the highest E_tot?
C13H12N2O